No. 1
Here is a structure of composition ClH6O4V at a distorted geometry from the Open Molecules 2025 dataset. Energies are from the ωB97M-V functional and the def2-TZVPD basis.

```
12
Properties=species:S:1:pos:R:3:lowdin_spin:R:1
H 0.25 1.12 0.47 0.00
O -2.88 0.33 -0.31 0.00
O 2.67 0.63 -0.87 0.00
Cl 0.05 -1.16 -0.23 -0.02
O 0.25 1.87 1.08 0.00
H 0.64 2.60 0.58 0.00
H 2.98 0.89 0.01 0.00
H -2.63 1.26 -0.36 0.00
H -2.05 -0.16 -0.32 0.00
V -0.14 -3.38 0.87 1.37
H 1.90 0.06 -0.70 0.00
O -1.05 -4.05 -0.22 -0.35
```

As for the gap between HOMO and LUMO (spin up / spin down): 4.421 / 5.132 eV. As for the spin multiplicity: 2. As for the total charge: +1. The value obtained for the relative energy (zero: lowest compared OMol25 entry of this formula, charge and spin) is 13.1 kJ/mol. As for the LUMO energy (spin up / spin down): -9.711 / -9.001 eV. The calculation puts the HOMO energy (spin up / spin down) at -14.1323 / -14.1330 eV. The total energy comes out at -46486.580 eV.

---

No. 2
Here is the ion C4H8ClN2O with charge +1 at a distorted geometry from the Open Molecules 2025 dataset. Energies are from the ωB97M-V functional and the def2-TZVPD basis.

```
16
Properties=species:S:1:pos:R:3:nbo_charge:R:1
C 0.35 0.53 -0.21 0.41
H -0.61 -1.66 1.08 0.24
H 1.56 -1.16 -0.60 0.44
H -2.27 -1.73 0.20 0.29
H -0.61 -1.83 -0.65 0.22
N -0.86 0.10 -0.06 -0.28
H 0.48 1.56 -0.09 0.23
Cl 3.99 -0.87 0.07 0.07
O 3.15 1.58 -0.12 -0.45
H -2.48 0.51 1.00 0.24
C 2.93 0.44 -0.14 0.63
N 1.60 -0.13 -0.34 -0.65
H -1.58 2.04 0.31 0.24
C -1.94 0.98 0.20 -0.41
C -1.18 -1.34 0.15 -0.46
H -2.53 0.99 -0.79 0.24
```

As for the gap between HOMO and LUMO: 10.781 eV. As for the spin multiplicity: 1. As for the total charge: +1. The value obtained for the relative energy (zero: lowest compared OMol25 entry of this formula, charge and spin) is 21.0 kJ/mol. As for the LUMO energy: -4.409 eV. The calculation puts the HOMO energy at -15.1900 eV. The total energy comes out at -21820.263 eV. The SMILES is CN(C)/C=[NH+]/C(=O)Cl.